[1]
{"formula": "C55H57N6P2S2Sc", "method": "ωB97M-V with the def2-TZVPD basis set", "elements": ["Sc", "C", "C", "C", "C", "C", "C", "C", "C", "C", "C", "C", "C", "H", "H", "H", "H", "H", "H", "H", "H", "H", "H", "H", "H", "H", "H", "H", "H", "H", "H", "S", "C", "N", "N", "C", "C", "C", "C", "C", "C", "N", "N", "C", "C", "C", "C", "C", "C", "H", "H", "H", "H", "H", "H", "H", "H", "H", "H", "H", "C", "N", "P", "C", "C", "C", "C", "C", "C", "C", "C", "C", "C", "C", "C", "P", "C", "C", "C", "C", "C", "C", "C", "C", "C", "C", "C", "C", "H", "H", "H", "H", "H", "H", "H", "H", "H", "H", "H", "H", "H", "H", "H", "H", "H", "H", "H", "H", "H", "H", "H", "S", "C", "N", "C", "C", "C", "C", "H", "H", "H", "H", "H"], "positions_angstrom": [[0.3287, 0.5921, 0.8522], [0.6382, 4.0954, 3.0409], [0.6573, 2.6021, 3.2345], [-0.3815, 2.0101, 3.9698], [-1.6212, 2.8156, 4.2591], [-0.2094, 0.7310, 4.5152], [-1.2573, 0.1218, 5.4072], [0.9849, 0.0320, 4.2865], [1.2659, -1.2428, 5.0363], [1.9230, 0.5246, 3.3702], [3.1960, -0.2573, 3.1211], [1.7658, 1.8295, 2.8366], [2.9149, 2.5161, 2.1207], [-0.1136, 4.4081, 2.3159], [1.6032, 4.4805, 2.7252], [0.3885, 4.5712, 3.9901], [-1.7484, 3.6264, 3.5459], [-1.5770, 3.2469, 5.2622], [-2.5154, 2.1964, 4.2138], [-1.0103, 0.2917, 6.4579], [-1.3320, -0.9510, 5.2396], [-2.2402, 0.5479, 5.2343], [1.0081, -2.1169, 4.4298], [0.6858, -1.2935, 5.9523], [2.3157, -1.3084, 5.3145], [3.0486, -1.3200, 3.2986], [3.9846, 0.0873, 3.7947], [3.5702, -0.1418, 2.1038], [3.4427, 3.1620, 2.8267], [2.5696, 3.1353, 1.2914], [3.6460, 1.8150, 1.7316], [-0.9855, -1.1644, 2.1405], [-1.0603, -2.4224, 0.9249], [-1.5364, -3.6074, 1.3461], [-1.6032, -4.5751, 0.4701], [-1.3259, -5.9012, 0.7841], [-1.3478, -6.8404, -0.2502], [-0.9162, -8.1316, -0.0156], [-0.4684, -8.4972, 1.2477], [-0.4938, -7.5735, 2.2861], [-0.9273, -6.2791, 2.0682], [-0.6086, -2.2912, -0.2971], [0.4032, -1.3296, -0.4564], [1.0698, -1.3546, -1.8110], [0.9812, -2.6701, -2.5157], [1.3059, -2.7456, -3.8047], [1.6324, -1.5396, -4.5600], [1.3700, -0.3345, -4.0593], [0.7185, -0.1713, -2.7083], [-1.6423, -4.3429, -0.5182], [-1.6870, -6.5385, -1.2351], [-0.9227, -8.8534, -0.8207], [-0.0982, -9.4984, 1.4198], [-0.1621, -7.8679, 3.2726], [-0.9438, -5.5468, 2.8634], [0.7201, -3.5301, -1.9202], [1.3082, -3.6957, -4.3222], [2.0445, -1.6504, -5.5545], [1.5116, 0.5670, -4.6458], [1.2524, 1.8485, -2.5037], [-0.8015, -0.0699, -2.9063], [1.1869, 1.0011, -1.9507], [2.5059, 0.7384, -0.8835], [4.0508, 1.1969, -1.7277], [4.0793, 1.8709, -2.9426], [5.2970, 2.2104, -3.5141], [6.4835, 1.9006, -2.8670], [6.4588, 1.2417, -1.6442], [5.2467, 0.8980, -1.0719], [2.4362, -1.1298, -1.0609], [1.7348, -1.6822, 0.1979], [2.0111, -3.1254, 0.4727], [3.0330, -3.7476, -0.1145], [3.8924, -3.0912, -1.0994], [3.6358, -1.8618, -1.5453], [-0.9344, 2.8026, 0.2638], [-0.2682, 3.8121, -1.0980], [0.5264, 4.9133, -0.7771], [1.0434, 5.7300, -1.7739], [0.7734, 5.4578, -3.1056], [-0.0025, 4.3542, -3.4391], [-0.5098, 3.5315, -2.4462], [-2.6612, 2.5141, -0.1215], [-3.4016, 3.1148, -1.0658], [-4.8252, 2.7008, -1.2577], [-5.5029, 2.5280, 0.0725], [-4.8058, 1.9943, 1.0647], [-3.3945, 1.5634, 0.8012], [-1.2012, -1.0598, -3.1333], [-1.0319, 0.5975, -3.7382], [-1.2670, 0.3013, -1.9945], [3.1628, 2.1290, -3.4585], [5.3170, 2.7131, -4.4716], [7.4291, 2.1710, -3.3167], [7.3830, 0.9922, -1.1407], [5.2245, 0.3699, -0.1236], [1.8710, -1.1234, 1.1441], [1.4192, -3.6101, 1.2400], [3.2577, -4.7743, 0.1449], [4.7514, -3.6381, -1.4647], [4.2443, -1.3960, -2.3083], [0.7235, 5.1406, 0.2629], [1.6505, 6.5855, -1.5090], [1.1625, 6.1000, -3.8842], [-0.2145, 4.1379, -4.4793], [-1.0960, 2.6607, -2.7122], [-2.9768, 3.8414, -1.7441], [-5.3670, 3.3965, -1.8962], [-6.5326, 2.8429, 0.1841], [-5.2188, 1.8262, 2.0509], [-2.8370, 1.3715, 1.7194], [-3.4728, -0.1477, 0.0186], [-4.8149, 0.1577, -1.0612], [-5.9095, -0.5669, -0.8558], [-7.0367, -0.5007, -1.5954], [-7.0656, 0.3729, -2.6960], [-6.0064, 1.1726, -2.9558], [-4.8241, 1.2679, -2.0455], [-5.8546, -1.2452, -0.1011], [-7.8578, -1.1461, -1.3286], [-7.9273, 0.3578, -3.3478], [-5.9906, 1.7992, -3.8385], [-3.9011, 1.2663, -2.6275]], "gap_ev": [5.02, 6.05], "multiplicity": 1, "charge": 2}

---

[2]
{"formula": "C55H57N6P2S2Sc", "method": "ωB97M-V with the def2-TZVPD basis set", "elements": ["Sc", "C", "C", "C", "C", "C", "C", "C", "C", "C", "C", "C", "C", "H", "H", "H", "H", "H", "H", "H", "H", "H", "H", "H", "H", "H", "H", "H", "H", "H", "H", "S", "C", "N", "N", "C", "C", "C", "C", "C", "C", "N", "N", "C", "C", "C", "C", "C", "C", "H", "H", "H", "H", "H", "H", "H", "H", "H", "H", "H", "C", "N", "P", "C", "C", "C", "C", "C", "C", "C", "C", "C", "C", "C", "C", "P", "C", "C", "C", "C", "C", "C", "C", "C", "C", "C", "C", "C", "H", "H", "H", "H", "H", "H", "H", "H", "H", "H", "H", "H", "H", "H", "H", "H", "H", "H", "H", "H", "H", "H", "H", "S", "C", "N", "C", "C", "C", "C", "H", "H", "H", "H", "H"], "positions_angstrom": [[-0.3184, 0.0466, 0.2573], [2.4803, -3.3151, 0.9053], [1.2943, -2.6399, 1.5366], [1.4458, -1.5703, 2.4368], [2.8155, -1.0507, 2.8008], [0.3271, -1.1354, 3.1800], [0.5427, -0.0978, 4.2604], [-0.9192, -1.7618, 3.0088], [-2.1166, -1.3946, 3.8513], [-1.0634, -2.8180, 2.0966], [-2.3820, -3.5553, 2.0787], [0.0430, -3.2533, 1.3538], [-0.0064, -4.4963, 0.4921], [3.3995, -2.7644, 1.0352], [2.3402, -3.4958, -0.1627], [2.6301, -4.2981, 1.3614], [3.5132, -1.0900, 1.9691], [3.2335, -1.6540, 3.6140], [2.7961, -0.0193, 3.1404], [1.0487, -0.5504, 5.1184], [-0.3786, 0.3476, 4.6093], [1.1712, 0.7220, 3.9144], [-2.8849, -0.9069, 3.2429], [-1.8759, -0.7284, 4.6690], [-2.5636, -2.2874, 4.2886], [-3.2208, -2.8669, 2.1695], [-2.4339, -4.2418, 2.9298], [-2.5327, -4.1456, 1.1812], [0.6698, -5.2576, 0.8893], [0.3188, -4.2953, -0.5315], [-0.9928, -4.9446, 0.4467], [-1.0462, 1.4619, 2.1095], [-2.3351, 2.3000, 1.2485], [-3.0456, 3.1337, 1.9859], [-4.1243, 3.7396, 1.6059], [-5.1221, 3.4512, 0.6176], [-5.8923, 4.5267, 0.2050], [-6.9560, 4.3236, -0.6607], [-7.2632, 3.0440, -1.0950], [-6.5031, 1.9681, -0.6476], [-5.4278, 2.1620, 0.2035], [-2.5193, 2.2765, -0.0918], [-1.6482, 1.7154, -0.8081], [-1.9417, 1.9318, -2.2105], [-3.2390, 1.7973, -2.6905], [-3.5077, 2.0393, -4.0293], [-2.4909, 2.4255, -4.8945], [-1.1998, 2.5733, -4.4092], [-0.9270, 2.3270, -3.0705], [-4.3665, 4.4837, 2.2428], [-5.6610, 5.5260, 0.5602], [-7.5490, 5.1681, -0.9867], [-8.0957, 2.8831, -1.7672], [-6.7555, 0.9622, -0.9635], [-4.8535, 1.3154, 0.5567], [-4.0246, 1.4942, -2.0124], [-4.5200, 1.9292, -4.3971], [-2.7056, 2.6210, -5.9378], [-0.4036, 2.8970, -5.0685], [0.0713, 2.4932, -2.6926], [2.6985, 1.4941, -2.9277], [2.3182, 0.9785, -1.6058], [1.6049, 1.8522, -0.3048], [1.5319, 3.5912, -0.7931], [2.7262, 4.2524, -1.0964], [2.7088, 5.5976, -1.4159], [1.5068, 6.3006, -1.4078], [0.3245, 5.6589, -1.0741], [0.3352, 4.3031, -0.7664], [2.8901, 1.9341, 0.9808], [2.5449, 2.5068, 2.2083], [3.5045, 2.6492, 3.1992], [4.8109, 2.2257, 2.9718], [5.1576, 1.6716, 1.7487], [4.1975, 1.5250, 0.7541], [2.3118, -0.6796, -1.2233], [3.9504, -1.2649, -1.7454], [4.2388, -1.5010, -3.0904], [5.5236, -1.8535, -3.4779], [6.5311, -1.9733, -2.5286], [6.2566, -1.7324, -1.1893], [4.9727, -1.3774, -0.8010], [1.1815, -1.4569, -2.4276], [0.0383, -0.7513, -2.7720], [-0.8783, -1.2446, -3.6952], [-0.6505, -2.4827, -4.2720], [0.4611, -3.2337, -3.8891], [1.3678, -2.7349, -2.9642], [3.7597, 1.3225, -3.1176], [2.5121, 2.5628, -2.9852], [2.1196, 0.9992, -3.7113], [3.6690, 3.7158, -1.0759], [3.6340, 6.1059, -1.6562], [1.4998, 7.3557, -1.6521], [-0.6070, 6.2103, -1.0510], [-0.5843, 3.8104, -0.4912], [1.5315, 2.8495, 2.3852], [3.2391, 3.1018, 4.1467], [5.5599, 2.3414, 3.7453], [6.1797, 1.3627, 1.5634], [4.4789, 1.1308, -0.2141], [3.4647, -1.4156, -3.8436], [5.7385, -2.0313, -4.5245], [7.5314, -2.2535, -2.8348], [7.0395, -1.8230, -0.4466], [4.7727, -1.1788, 0.2434], [-0.0901, 0.2534, -2.4042], [-1.7349, -0.6406, -3.9760], [-1.3371, -2.8702, -5.0149], [0.6397, -4.2039, -4.3389], [2.2534, -3.3101, -2.7184], [-2.8677, -0.9291, -0.0770], [-3.2281, -2.4489, -0.7596], [-4.5259, -2.8342, -0.7709], [-4.9797, -4.0143, -1.2639], [-4.1050, -4.9050, -1.7975], [-2.7418, -4.5609, -1.8104], [-2.3107, -3.3632, -1.3014], [-5.1890, -2.1853, -0.3670], [-6.0441, -4.1835, -1.1970], [-4.4610, -5.8455, -2.1910], [-2.0202, -5.2561, -2.2241], [-1.2648, -3.0952, -1.2926]], "gap_ev": [6.24, 6.24], "multiplicity": 1, "charge": 2}

---

[3]
{"formula": "C55H62BN11OS5Ti", "method": "ωB97M-V with the def2-TZVPD basis set", "elements": ["Ti", "C", "C", "C", "C", "N", "N", "B", "N", "N", "C", "C", "C", "C", "C", "S", "C", "C", "C", "C", "N", "N", "C", "C", "C", "C", "C", "S", "C", "C", "C", "C", "C", "S", "C", "C", "C", "C", "H", "H", "H", "H", "H", "H", "H", "H", "H", "H", "H", "H", "H", "H", "H", "H", "H", "H", "H", "H", "H", "H", "H", "H", "H", "H", "H", "H", "H", "H", "H", "H", "H", "H", "H", "H", "H", "H", "H", "C", "C", "N", "N", "C", "S", "S", "C", "C", "C", "C", "C", "C", "C", "C", "C", "C", "C", "C", "C", "O", "H", "H", "H", "H", "H", "H", "H", "H", "H", "H", "H", "H", "H", "H", "N", "C", "C", "C", "C", "C", "C", "N", "C", "C", "C", "C", "N", "C", "C", "H", "H", "H", "H", "H", "H", "H", "H", "H"], "positions_angstrom": [[-1.7042, 0.3994, -0.5247], [-2.5027, -3.5918, 3.1543], [-1.1018, -3.3481, 2.7033], [-0.0334, -3.9592, 3.2769], [1.2825, -3.7271, 2.8000], [1.5104, -2.8609, 1.8489], [0.4589, -2.2148, 1.3085], [0.6824, -1.1438, 0.2059], [0.3488, -1.9615, -1.1803], [1.4719, -2.7195, -1.1772], [1.6479, -3.6719, -2.0420], [0.6282, -3.9931, -2.9678], [-0.4914, -3.2322, -3.0287], [-1.5730, -3.5099, -4.0215], [-0.6063, -2.1280, -2.1126], [-1.9649, -1.1228, -2.3642], [2.9507, -4.4448, -1.9895], [3.9829, -3.6895, -1.1588], [3.5020, -4.6333, -3.4097], [2.6551, -5.8154, -1.3641], [2.0090, -0.4206, -0.1527], [3.1406, -0.7519, 0.4873], [4.2479, -0.1509, 0.1468], [4.2732, 0.7649, -0.9347], [3.1253, 1.1337, -1.5622], [3.1024, 2.1244, -2.6781], [1.9179, 0.5292, -1.0947], [0.4266, 1.0209, -1.8230], [5.5144, -0.4642, 0.9277], [6.2632, 0.8432, 1.2234], [5.1842, -1.1439, 2.2525], [6.4024, -1.3815, 0.0763], [-0.8262, -2.4475, 1.6266], [-2.1786, -1.7854, 0.7783], [2.4789, -4.4221, 3.4394], [3.5854, -4.6614, 2.4138], [2.0730, -5.7738, 4.0367], [2.9834, -3.4994, 4.5601], [-2.5070, -4.2227, 4.0409], [-3.0774, -4.0871, 2.3698], [-3.0120, -2.6532, 3.3776], [-0.1820, -4.6401, 4.1027], [0.7500, -4.8381, -3.6314], [-1.3482, -4.4209, -4.5719], [-1.6663, -2.6882, -4.7332], [-2.5382, -3.6231, -3.5274], [4.2572, -2.7496, -1.6446], [4.8851, -4.2966, -1.0679], [3.6116, -3.4575, -0.1626], [3.6853, -3.6731, -3.8956], [2.8407, -5.2213, -4.0465], [4.4501, -5.1689, -3.3559], [2.2442, -5.7074, -0.3583], [3.5753, -6.3970, -1.2987], [1.9429, -6.3859, -1.9635], [5.2188, 1.1860, -1.2491], [4.1117, 2.4593, -2.9070], [2.4930, 2.9893, -2.4121], [2.6594, 1.6898, -3.5751], [5.6206, 1.5659, 1.7316], [6.6697, 1.3109, 0.3264], [7.1076, 0.6285, 1.8790], [4.6701, -0.4541, 2.9253], [6.1086, -1.4562, 2.7396], [4.5520, -2.0154, 2.1142], [6.6148, -0.9439, -0.9018], [5.9327, -2.3538, -0.0770], [7.3558, -1.5400, 0.5816], [3.2936, -5.4327, 1.6981], [4.4850, -5.0053, 2.9256], [3.8241, -3.7594, 1.8597], [1.5238, -6.3860, 3.3182], [1.4709, -5.6715, 4.9404], [2.9719, -6.3225, 4.3172], [3.3527, -2.5570, 4.1527], [3.7977, -3.9822, 5.1019], [2.1903, -3.2761, 5.2774], [-2.1815, 3.8456, 2.0914], [-1.6547, 2.5425, 1.5632], [-2.4536, 1.7418, 0.9155], [-3.7928, 2.1096, 0.9546], [-4.5791, 1.3124, 0.3193], [-4.0773, -0.0240, -0.6568], [-6.3005, 1.5141, 0.4186], [-6.4646, 2.3416, 2.0261], [-5.9197, 1.5040, 3.1464], [-6.5568, 0.3154, 3.4977], [-6.0533, -0.4830, 4.5109], [-4.9005, -0.1035, 5.1882], [-4.2627, 1.0799, 4.8492], [-4.7713, 1.8766, 3.8317], [-0.2544, 2.1748, 1.8844], [0.4817, 3.0822, 2.6663], [1.6158, 2.7257, 3.3641], [2.0224, 1.4038, 3.3474], [1.3883, 0.4954, 2.5160], [0.3317, 0.9011, 1.7133], [-0.1641, 0.0315, 0.7575], [-3.2589, 3.8035, 2.1773], [-1.9503, 4.6268, 1.3588], [-1.7520, 4.1282, 3.0437], [-7.5462, 2.4641, 2.1140], [-6.0249, 3.3358, 1.9895], [-7.4557, 0.0133, 2.9725], [-6.5683, -1.3953, 4.7815], [-4.5154, -0.7205, 5.9896], [-3.3765, 1.3935, 5.3865], [-4.2775, 2.8087, 3.5828], [0.1397, 4.0999, 2.7569], [2.1364, 3.4616, 3.9603], [2.8494, 1.0711, 3.9602], [1.7708, -0.5121, 2.4660], [-2.7825, 6.6321, -4.3216], [-3.3843, 7.3611, -5.3252], [-3.2799, 8.6959, -5.7080], [-4.0516, 9.0835, -6.7819], [-4.8987, 8.1822, -7.4545], [-4.9972, 6.8645, -7.0717], [-4.2213, 6.4502, -5.9854], [-4.1210, 5.2070, -5.3998], [-3.2652, 5.3518, -4.4260], [-2.8843, 4.2521, -3.5487], [-2.0245, 4.3901, -2.4584], [-1.7292, 3.2869, -1.6900], [-2.2441, 2.0681, -1.9190], [-3.0753, 1.9392, -2.9675], [-3.4061, 2.9843, -3.7975], [-2.0938, 6.9763, -3.6774], [-2.6336, 9.3954, -5.1951], [-4.0089, 10.1103, -7.1191], [-5.4826, 8.5421, -8.2904], [-5.6463, 6.1674, -7.5829], [-1.5776, 5.3370, -2.1895], [-1.0416, 3.3771, -0.8592], [-3.5007, 0.9600, -3.1263], [-4.0767, 2.8308, -4.6301]], "gap_ev": 5.87, "multiplicity": 1, "charge": 2}

---

Q: Which ΔE to the lowest compared entry with this formula, charge and spin values were calculated for the entries above? A: 143.6, 5.7, 24.7, in kcal per mole.